This record from OMol25 describes a structure of composition C20H44ClN3P2Y at a distorted geometry. The level of theory is ωB97M-V/def2-TZVPD.

Computed properties:
Molar mass   512.9 g mol⁻¹
Charge   -1
ΔE to the lowest compared entry with this formula, charge and spin   0.000 eV
Max |F|   0.076 hartree/bohr

Each line ends with the Löwdin charge.
Element x y z (Å)
Y (0.19332, 0.33899, 0.21609)  0.491
Cl (-2.25296, -0.07212, -0.40517)  -0.207
P (-0.22460, 3.00036, 0.96851)  0.974
C (-1.75224, 3.27705, 1.98720)  -0.535
C (1.27494, 3.56831, 1.94387)  -0.545
C (-0.46438, 3.91624, -0.61910)  -0.549
C (-2.15047, 2.01795, 2.78019)  -0.150
H (-2.53758, 3.45061, 1.22634)  0.112
C (-1.63261, 4.51723, 2.87498)  -0.128
H (-0.83919, 4.40091, 3.62585)  0.069
H (-2.58120, 4.66205, 3.40699)  0.077
H (-1.43994, 5.42221, 2.29026)  0.055
H (-2.37876, 1.17769, 2.11445)  0.004
H (-3.05292, 2.22653, 3.37136)  0.074
H (-1.36487, 1.69047, 3.47341)  0.055
H (-1.42627, 3.49799, -0.97519)  0.105
C (0.59429, 3.59032, -1.70038)  -0.127
C (-0.65365, 5.41435, -0.35976)  -0.129
H (-1.62411, 5.60814, 0.11961)  0.065
H (-0.65063, 5.94922, -1.31756)  0.075
H (0.14588, 5.83221, 0.26799)  0.073
H (1.09181, 2.61441, -1.58098)  0.023
H (1.36518, 4.36765, -1.75770)  0.067
H (0.08747, 3.55481, -2.67596)  0.082
C (1.47625, 2.58598, 3.10956)  -0.124
H (1.03692, 4.56821, 2.33136)  0.090
C (2.53392, 3.64131, 1.07013)  -0.111
H (0.63277, 2.59181, 3.81711)  0.059
H (2.37651, 2.86289, 3.67276)  0.081
H (1.61604, 1.54724, 2.75233)  0.048
H (2.79926, 2.65931, 0.64723)  0.064
H (3.37959, 3.96555, 1.69267)  0.082
H (2.43664, 4.36596, 0.24919)  0.060
H (-0.28891, -0.39149, 1.92014)  -0.154
H (0.65010, 0.05506, -1.66290)  -0.161
P (-0.37526, -2.99895, -1.13804)  0.979
C (-1.30130, -3.00975, -2.71332)  -0.563
C (1.27200, -3.79543, -1.33880)  -0.576
C (-1.44519, -3.71011, 0.15996)  -0.575
C (-1.07172, -1.71852, -3.51358)  -0.160
H (-2.35569, -3.01444, -2.38068)  0.106
C (-1.05305, -4.26526, -3.54504)  -0.136
H (-0.00802, -4.34833, -3.87145)  0.066
H (-1.69305, -4.22162, -4.43629)  0.070
H (-1.30170, -5.17478, -2.99300)  0.055
H (-1.40392, -0.84882, -2.94558)  0.000
H (-1.64617, -1.75926, -4.44926)  0.067
H (-0.01720, -1.56061, -3.76563)  0.052
H (-2.36206, -3.09701, 0.03966)  0.079
C (-0.92384, -3.46890, 1.59398)  -0.148
C (-1.78645, -5.16893, -0.13452)  -0.142
H (-2.46280, -5.25618, -0.99371)  0.061
H (-2.28678, -5.59343, 0.74401)  0.066
H (-0.88939, -5.76561, -0.35186)  0.070
H (-0.04512, -2.82008, 1.64580)  0.010
H (-0.68128, -4.42489, 2.08441)  0.067
H (-1.70476, -2.96859, 2.17654)  0.068
C (2.11586, -2.92365, -2.27791)  -0.137
H (1.04741, -4.77184, -1.79663)  0.088
C (1.98280, -3.97647, 0.00349)  -0.123
H (1.71316, -2.86873, -3.29570)  0.053
H (3.13664, -3.33291, -2.34722)  0.076
H (2.20607, -1.88993, -1.90273)  0.040
H (2.14960, -3.01157, 0.51281)  0.063
H (2.97101, -4.42381, -0.17419)  0.077
H (1.43563, -4.62948, 0.68597)  0.059
N (2.41386, -0.10102, 0.65898)  -0.017
C (3.58416, -0.20873, 0.85766)  -0.354
N (4.80530, -0.13772, 1.16867)  0.059
C (5.80411, -0.93729, 0.87292)  -0.417
N (6.76289, -1.58547, 0.66614)  0.054

Forces on the atoms, in the same order (eV/Å):
-0.335 -1.088 -0.885
-0.761 0.418 -0.111
0.442 -0.749 -0.010
0.021 0.192 -0.140
-0.588 0.327 -0.240
-0.146 0.248 0.422
-0.039 0.029 0.042
0.276 -0.031 0.233
-0.299 0.003 0.144
-0.200 0.041 -0.163
0.162 0.033 0.020
0.065 -0.115 0.161
0.178 0.167 0.108
0.125 0.077 -0.085
-0.162 0.078 -0.227
0.343 0.089 0.226
-0.153 0.076 -0.095
-0.165 0.169 -0.495
0.328 -0.013 -0.070
-0.007 0.080 0.148
-0.148 -0.099 -0.161
-0.212 0.248 0.009
-0.093 -0.146 0.109
0.215 0.034 0.224
-0.050 -0.157 0.091
0.257 -0.085 0.054
0.059 0.070 -0.069
0.239 -0.036 -0.283
-0.103 -0.006 -0.112
-0.109 0.451 0.143
-0.138 0.263 0.101
-0.155 -0.106 -0.111
-0.017 -0.235 0.217
-0.025 -0.631 1.242
0.452 0.186 -0.974
0.972 3.493 1.424
-0.178 -0.463 -0.100
-0.698 -0.720 -0.301
-0.230 -0.499 -0.495
-0.073 -0.078 -0.093
0.274 0.013 -0.112
-0.238 0.002 -0.366
-0.205 0.088 0.024
0.184 -0.167 -0.019
0.028 0.027 -0.033
0.133 -0.097 0.020
0.048 -0.063 0.052
-0.196 -0.063 0.103
0.444 -0.246 -0.035
-0.032 -0.231 0.033
-0.337 -0.237 0.407
0.122 -0.003 0.139
-0.043 -0.258 -0.179
-0.147 0.089 0.158
-0.223 -0.072 -0.080
-0.029 0.209 -0.130
0.191 -0.114 -0.004
0.347 0.076 -0.025
0.686 -0.095 0.033
0.206 0.072 0.013
0.000 -0.036 0.198
-0.246 -0.011 -0.001
-0.227 -0.360 -0.054
-0.164 -0.264 -0.249
-0.164 0.070 0.053
-0.011 0.027 -0.038
2.491 -0.229 0.437
-2.361 0.326 -0.411
0.675 0.044 0.251
1.231 -1.023 -0.414
-1.485 1.008 0.326

=====

This record from OMol25 describes the ion C3H10N3O with charge +1 at a distorted geometry. The level of theory is ωB97M-V/def2-TZVPD.

Computed properties:
Molar mass   104.1 g mol⁻¹
SMILES   CNC(=[NH2+])N(C)O
Charge   +1
ΔE to the lowest compared entry with this formula, charge and spin   3.721 eV
Max |F|   0.092 hartree/bohr

Each line ends with the Löwdin charge.
Element x y z (Å)
C (0.00405, 0.15823, 0.17482)  -0.277
C (1.64900, -0.46352, 1.84812)  -0.030
C (-1.63274, 0.15911, -1.63188)  -0.039
N (1.24012, -0.11420, 0.50932)  0.058
N (-0.38016, 0.49918, -1.13481)  -0.179
N (-0.88126, 0.00915, 1.17152)  0.248
O (0.66618, 0.42961, -1.97563)  0.035
H (1.12543, -1.39401, 2.17513)  0.126
H (2.62203, -0.81995, 1.80297)  0.075
H (1.60684, 0.52076, 2.49739)  0.163
H (-1.87652, 0.86091, -2.47572)  0.126
H (-1.78792, -0.90295, -2.07183)  0.147
H (-2.39148, 0.21582, -0.92312)  0.064
H (1.88759, 0.17675, -0.16294)  0.137
H (-0.38128, -0.21058, 1.97392)  0.064
H (-1.85237, 0.05286, 1.07678)  0.114
H (0.38250, 0.82284, -2.85403)  0.170

Forces on the atoms, in the same order (eV/Å):
-2.125 -0.204 -1.402
-1.239 1.544 1.060
-1.513 -1.529 -3.755
-0.245 0.185 -0.603
0.922 -0.072 4.657
1.106 0.592 -2.374
1.225 0.084 -2.725
-0.173 1.119 0.235
2.057 -0.152 -0.120
-0.082 -2.388 -0.667
0.015 -0.511 0.851
0.949 1.364 0.663
-1.181 0.608 1.357
1.474 0.121 -0.995
-0.353 -0.431 2.173
-1.289 0.053 0.132
0.451 -0.380 1.512

=====

This record from OMol25 describes an isolated molecule of C20H18FN3O5 at a distorted geometry. The level of theory is ωB97M-V/def2-TZVPD.

Computed properties:
Molar mass   399.4 g mol⁻¹
SMILES   COc1ccccc1[C@H](CC(=O)O)NC(=O)c1cc(=O)n(-c2ccccc2F)[nH]1
Charge   0
ΔE to the lowest compared entry with this formula, charge and spin   0.000 eV
Max |F|   0.088 hartree/bohr

Each line ends with the Löwdin charge.
Element x y z (Å)
O (-1.86032, -2.39824, 3.23848)  0.059
O (-0.45614, -0.51386, -1.86767)  0.061
O (-3.00891, 1.88053, -1.02469)  0.050
F (-0.04761, -4.66885, 3.36730)  0.128
O (-3.22797, 4.02642, -1.82487)  0.078
O (1.53984, 3.63890, 0.68246)  -0.119
C (-1.24283, -2.13641, 2.22652)  -0.474
C (-0.36717, -0.11592, -0.68939)  -0.368
C (-2.50433, 3.00291, -1.29865)  -0.423
C (-0.91846, -0.87366, 1.66514)  0.088
C (-0.58198, -1.08675, 0.32853)  -0.184
C (-1.73910, -7.17386, 1.64685)  -0.071
C (3.88179, 3.79145, -2.25938)  -0.079
C (-2.17462, -6.47836, 0.45492)  -0.083
C (3.19428, 2.90093, -3.06788)  -0.127
C (-1.12420, -6.51586, 2.65199)  -0.033
C (3.29087, 4.08882, -0.98844)  -0.009
C (-2.01517, -5.13163, 0.26942)  -0.017
C (2.00564, 2.34772, -2.77293)  -0.030
C (-0.78215, -5.20533, 2.44434)  -0.214
C (2.09997, 3.43212, -0.56239)  -0.202
C (-1.22753, -4.45472, 1.25086)  -0.091
C (1.38533, 2.65607, -1.55129)  -0.092
N (-0.47554, -2.42476, 0.07604)  0.145
N (-1.15476, -3.05672, 1.19760)  0.041
N (0.04167, 1.17837, -0.28455)  0.135
C (2.40338, 3.66602, 1.83790)  -0.047
C (-1.03938, 3.35552, -0.82775)  0.019
C (-0.01911, 2.21634, -1.29701)  -0.233
H (-4.16411, 3.60264, -1.90622)  0.174
H (-0.98270, 0.08565, 2.17360)  0.119
H (-1.95739, -8.22565, 1.81007)  0.106
H (4.80052, 4.37793, -2.51254)  0.117
H (-2.72592, -7.01482, -0.30432)  0.095
H (3.61080, 2.92745, -4.07987)  0.110
H (-0.80895, -7.17469, 3.43336)  0.120
H (3.90328, 4.86447, -0.44347)  0.124
H (-2.43513, -4.62577, -0.59028)  0.116
H (1.49269, 1.73173, -3.46502)  0.113
H (-0.35603, -2.71272, -0.91775)  0.180
H (-0.06513, 1.49020, 0.69471)  0.147
H (3.25869, 3.03197, 1.65562)  0.093
H (2.86108, 4.61733, 1.87950)  0.059
H (1.85972, 3.58739, 2.81047)  0.110
H (-0.78025, 4.22409, -1.25664)  0.076
H (-1.07178, 3.49939, 0.21572)  0.108
H (-0.31490, 1.76621, -2.21846)  0.126

Forces on the atoms, in the same order (eV/Å):
0.494 -0.295 1.124
0.307 1.309 1.506
1.400 3.629 -1.335
0.996 1.512 0.939
-1.372 -2.092 0.194
-0.615 -0.546 0.025
-2.238 -0.061 0.253
1.128 1.519 -2.125
-0.421 -2.770 2.214
1.028 0.911 -2.078
-0.022 -0.994 3.971
-1.768 0.368 -2.670
-1.247 0.736 2.282
-0.172 -1.724 0.920
3.103 1.836 -2.168
0.388 -0.534 -0.719
1.250 -0.126 -0.338
1.622 0.159 1.722
-1.513 0.500 2.033
-1.343 1.152 -2.738
0.817 0.547 -1.399
-0.676 -1.588 1.904
1.183 1.342 1.020
-0.698 0.855 0.047
2.433 -0.295 -2.507
-1.562 -2.167 -0.328
-0.067 0.470 -0.562
-1.551 -3.820 -1.850
-0.125 0.760 1.651
2.030 1.104 0.045
-0.195 -0.463 -0.149
-0.065 0.122 -0.454
-1.013 -0.943 -0.156
0.002 -0.256 0.057
-0.294 -0.998 0.096
0.389 0.610 0.938
-1.275 -1.091 0.125
0.090 0.140 0.125
-0.474 -0.432 -0.620
-0.845 -0.385 1.364
0.110 -0.665 -1.001
-0.105 -0.942 0.453
0.406 1.461 0.092
0.144 -0.670 -1.183
1.045 3.282 -1.552
0.074 -0.105 1.284
-0.780 -0.365 -0.453

=====

This record from OMol25 describes a cluster of 2 separate species, CHFOS2 in total at a distorted geometry. The level of theory is ωB97M-V/def2-TZVPD.

Computed properties:
Molar mass   112.1 g mol⁻¹
Charge   0
ΔE to the lowest compared entry with this formula, charge and spin   3.821 eV
Max |F|   0.034 hartree/bohr

Each line ends with the Löwdin charge.
Element x y z (Å)
C (0.44298, 0.76486, 0.95744)  -0.665
O (-1.20997, 0.10657, -0.53731)  -0.692
F (0.87336, 2.01940, 1.14346)  0.002
S (0.75655, -0.61896, 1.59571)  0.751
S (-0.67723, -1.24315, -0.96275)  0.721
H (-0.18570, -1.02872, -2.19656)  -0.117

Forces on the atoms, in the same order (eV/Å):
0.340 1.490 -0.069
0.202 0.377 -0.152
-0.644 -1.614 -0.078
0.571 0.132 0.566
-0.742 -0.615 0.117
0.273 0.231 -0.384

=====

This record from OMol25 describes a cluster of 2 separate species, C5H8O in total. The level of theory is ωB97M-V/def2-TZVPD.

Computed properties:
Molar mass   84.1 g mol⁻¹
SMILES   C1=C2COC[C@@H]12.[H][H]
Charge   0
ΔE to the lowest compared entry with this formula, charge and spin   5.360 eV
Max |F|   0.007 hartree/bohr

Each line ends with the Löwdin charge.
Element x y z (Å)
C (-0.91613, -1.17969, -0.01790)  -0.208
C (-0.98725, 0.31130, 0.28058)  -0.152
C (-0.30035, 0.98361, 1.31240)  -0.062
C (0.75924, 0.63411, 0.59179)  -0.042
C (1.29259, -0.64334, 0.08268)  -0.217
O (0.34034, -1.67156, 0.36247)  -0.127
H (-1.67260, -1.76939, 0.50858)  0.125
H (-1.08130, -1.29754, -1.10448)  0.122
H (0.23596, 1.69666, -2.01984)  0.063
H (-1.65820, 0.88043, -0.37172)  0.111
H (-0.53459, 1.82004, 1.95866)  0.103
H (0.71659, 1.82755, -1.45865)  0.039
H (2.21508, -0.92444, 0.60090)  0.128
H (1.49989, -0.57098, -0.99416)  0.116

Forces on the atoms, in the same order (eV/Å):
-0.223 0.049 0.001
-0.086 0.064 -0.093
0.079 0.154 -0.165
-0.291 -0.220 0.064
0.224 0.186 -0.068
0.008 -0.094 -0.004
0.075 0.046 0.001
0.025 -0.030 0.211
0.112 0.047 0.081
0.311 -0.084 -0.074
0.036 -0.192 0.195
-0.113 0.004 -0.171
-0.143 0.089 -0.074
-0.012 -0.018 0.096

=====

This record from OMol25 describes an isolated molecule of C4H4ClNOS at a distorted geometry. The level of theory is ωB97M-V/def2-TZVPD.

Computed properties:
Molar mass   149.6 g mol⁻¹
SMILES   S=c1cc(CCl)[nH]o1
Charge   0
ΔE to the lowest compared entry with this formula, charge and spin   2.491 eV
Max |F|   0.063 hartree/bohr

Each line ends with the Löwdin charge.
Element x y z (Å)
C (0.88058, -0.05006, -0.80831)  -0.061
C (-0.24284, 0.01837, -0.06704)  -0.279
C (1.68604, -1.02734, -0.13994)  -0.926
C (-1.45099, 0.91594, -0.22583)  -0.562
N (-0.11088, -0.75387, 1.18784)  0.033
O (1.06021, -1.50610, 0.97547)  -0.054
S (3.06081, -1.53030, -0.70685)  0.763
Cl (-2.68541, 0.65942, 1.00855)  0.572
H (1.04947, 0.48135, -1.74206)  0.130
H (-2.03022, 0.81033, -1.27854)  0.128
H (-1.17412, 2.07311, -0.16392)  0.121
H (-0.04265, -0.09086, 1.96063)  0.135

Forces on the atoms, in the same order (eV/Å):
-2.299 0.058 0.824
-0.070 0.681 1.573
-0.677 0.451 -0.232
-0.679 2.169 -2.279
-1.177 0.512 -2.915
0.490 1.005 0.348
2.422 -1.288 -0.394
-0.171 -0.088 0.306
0.258 -0.508 0.329
1.727 -0.032 2.368
-0.292 -2.591 -0.136
0.468 -0.369 0.209

=====

Which of these has the highest max |F|? C3H10N3O

=====

Which of these has the highest max |F|? C3H10N3O

=====

Copy entry 6 word for word.
This record from OMol25 describes an isolated molecule of C4H4ClNOS at a distorted geometry. The level of theory is ωB97M-V/def2-TZVPD.

Computed properties:
Molar mass   149.6 g mol⁻¹
SMILES   S=c1cc(CCl)[nH]o1
Charge   0
ΔE to the lowest compared entry with this formula, charge and spin   2.491 eV
Max |F|   0.063 hartree/bohr

Each line ends with the Löwdin charge.
Element x y z (Å)
C (0.88058, -0.05006, -0.80831)  -0.061
C (-0.24284, 0.01837, -0.06704)  -0.279
C (1.68604, -1.02734, -0.13994)  -0.926
C (-1.45099, 0.91594, -0.22583)  -0.562
N (-0.11088, -0.75387, 1.18784)  0.033
O (1.06021, -1.50610, 0.97547)  -0.054
S (3.06081, -1.53030, -0.70685)  0.763
Cl (-2.68541, 0.65942, 1.00855)  0.572
H (1.04947, 0.48135, -1.74206)  0.130
H (-2.03022, 0.81033, -1.27854)  0.128
H (-1.17412, 2.07311, -0.16392)  0.121
H (-0.04265, -0.09086, 1.96063)  0.135

Forces on the atoms, in the same order (eV/Å):
-2.299 0.058 0.824
-0.070 0.681 1.573
-0.677 0.451 -0.232
-0.679 2.169 -2.279
-1.177 0.512 -2.915
0.490 1.005 0.348
2.422 -1.288 -0.394
-0.171 -0.088 0.306
0.258 -0.508 0.329
1.727 -0.032 2.368
-0.292 -2.591 -0.136
0.468 -0.369 0.209

=====

The lowest max |F| belongs to which entry? C5H8O